## P
The following is a quantum chemistry calculation of the molecule C3H5NO3, from OMol25.

```
12
C3H5NO3 the ωB97M-V functional and the def2-TZVPD basis
N -0.06 0.61 1.59
C 0.32 -0.56 1.00
O 0.34 -1.64 1.57
C 0.82 -0.45 -0.45
O -0.24 -0.56 -1.43
C -0.99 0.52 -1.59
O -0.90 1.55 -0.97
H -0.30 1.41 1.03
H -0.38 0.57 2.55
H 1.35 0.49 -0.62
H 1.46 -1.31 -0.64
H -1.72 0.34 -2.39
```

Computed properties:
2S+1 = 1
structure (SMILES) = NC(=O)COC=O
total charge = 0
HOMO-LUMO gap = 10.87 eV

***

## Q
The following is a quantum chemistry calculation of a cluster of 2 separate species, C3H5NO3 in total, from OMol25.

```
12
C3H5NO3 the ωB97M-V functional and the def2-TZVPD basis
N -1.76 -0.67 0.09
C -0.66 -0.11 0.69
O 0.25 -0.83 1.16
C -0.47 1.27 0.79
O 1.57 0.87 -0.74
C 1.68 -0.30 -1.14
O 1.21 -1.35 -0.58
H -2.19 -0.16 -0.68
H -1.62 -1.65 -0.12
H -1.25 1.99 0.56
H 0.47 1.62 1.20
H 2.23 -0.50 -2.09
```

Computed properties:
2S+1 = 1
total charge = 0
HOMO-LUMO gap (alpha / beta) = 7.15 / 8.59 eV

***

What should be chosen as the least stable of them? Choose Q.

***

## P
The following is a quantum chemistry calculation of a cluster of 2 separate species, C3H5NO3 in total, from OMol25.

```
12
C3H5NO3 the ωB97M-V functional and the def2-TZVPD basis
C -0.51 -1.34 -0.55
C -1.50 -0.79 0.15
O -2.41 -0.18 0.52
H 0.16 -2.04 -0.07
H -0.64 -1.50 -1.61
O 2.10 -0.61 0.67
C 1.07 0.05 0.65
N 0.86 1.09 -0.23
O -0.16 2.01 0.05
H 0.37 0.15 1.56
H 1.65 1.42 -0.77
H -0.98 1.74 -0.37
```

Computed properties:
2S+1 = 1
structure (SMILES) = C=C=O.O=CNO
total charge = 0
HOMO-LUMO gap = 9.59 eV

***

## Q
The following is a quantum chemistry calculation of the molecule C3H5NO3, from OMol25.

```
12
C3H5NO3 the ωB97M-V functional and the def2-TZVPD basis
C 0.03 1.74 0.27
O -0.15 0.48 0.87
N -0.05 -0.73 0.08
C 1.24 -1.14 -0.19
O 2.21 -0.52 0.07
C -1.27 -1.24 -0.14
O -2.26 -0.62 0.05
H 0.73 2.42 0.73
H -0.90 2.23 0.10
H 0.39 1.68 -0.70
H 1.12 -2.07 -0.67
H -1.11 -2.24 -0.47
```

Computed properties:
2S+1 = 1
structure (SMILES) = CON(C=O)C=O
total charge = 0
HOMO-LUMO gap = 11.39 eV

***

What should be chosen as the least stable of them? Choose P.

***

## P
The following is a quantum chemistry calculation of a structure of composition C3H5NO3, from OMol25.

```
12
C3H5NO3 the ωB97M-V functional and the def2-TZVPD basis
C -0.89 1.06 0.53
C 2.01 -0.35 -0.37
C -0.71 -0.39 0.30
O 1.93 -0.66 0.79
O 0.28 -0.62 -1.08
N -1.34 -1.36 0.69
O 2.53 0.35 -1.17
H 0.27 0.03 -1.80
H -1.20 -2.29 0.32
H -1.50 1.49 -0.26
H -1.44 1.19 1.47
H 0.07 1.55 0.58
```

Computed properties:
2S+1 = 1
total charge = 0
HOMO-LUMO gap = 11.38 eV

***

## Q
The following is a quantum chemistry calculation of the molecule C3H5NO3, from OMol25.

```
12
C3H5NO3 the ωB97M-V functional and the def2-TZVPD basis
N 0.17 -1.55 -0.18
C 0.38 -0.38 -0.98
O 1.22 0.52 -0.30
C 0.38 1.14 0.65
C -1.03 0.88 0.14
O -2.08 1.17 0.64
O -0.90 0.24 -1.05
H -0.58 -2.11 -0.57
H 1.01 -2.11 -0.09
H 0.77 -0.51 -1.99
H 0.58 2.22 0.65
H 0.51 0.73 1.66
```

Computed properties:
2S+1 = 1
structure (SMILES) = N[C@@H]1OCC(=O)O1
total charge = 0
HOMO-LUMO gap = 11.30 eV

***

## R
The following is a quantum chemistry calculation of a cluster of 2 separate species, C3H5NO3 in total, from OMol25.

```
12
C3H5NO3 the ωB97M-V functional and the def2-TZVPD basis
O -0.86 -0.77 -0.46
C 0.35 -0.14 -0.32
C 1.65 -0.51 -0.58
C 2.31 0.56 0.10
N 1.58 1.49 0.57
O 0.27 1.01 0.37
H -0.74 -1.69 -0.73
H 2.17 -1.37 -1.10
H 3.42 0.69 0.26
O -3.77 -0.91 0.22
H -3.88 -1.78 0.71
H -3.03 -0.47 0.58
```

Computed properties:
2S+1 = 1
structure (SMILES) = Oc1ccno1.O
total charge = 0
HOMO-LUMO gap = 9.90 eV

***

What should be chosen as the least stable of them? Choose R.